Entry from the Open Molecules 2025 dataset: a molecular structure, C2H2FO3Y (the ωB97M-V functional and the def2-TZVPD basis).

Structure (ORCA input):
```
! wB97M-V def2-TZVPD RIJCOSX def2/J DEFGRID3
* xyz 3 2
H 2.280 1.398 0.698
O 1.351 1.428 0.981
Y -1.994 -1.408 1.539
O -0.272 0.057 1.581
C 0.877 0.282 1.274
O 3.178 -0.004 3.596
C 4.258 0.499 3.564
F 4.732 1.163 4.612
H 4.892 0.671 2.679
*
```

Values from the calculation:
* F_max: 4.9 eV/Å
* E_HOMO (alpha / beta): -20.57 / -20.01 eV

Entry from the Open Molecules 2025 dataset: a molecular structure, C19H37BrPbSi4 (the ωB97M-V functional and the def2-TZVPD basis).

Structure (ORCA input):
```
! wB97M-V def2-TZVPD RIJCOSX def2/J DEFGRID3
* xyz -2 1
C 0.191 1.325 -3.619
C 1.447 1.139 -2.977
C 1.663 -0.261 -2.824
H 2.137 1.922 -2.678
C 0.533 -0.939 -3.367
C -0.360 0.038 -3.895
H -1.280 -0.171 -4.438
H -0.229 2.290 -3.899
H 2.539 -0.727 -2.381
H 0.379 -2.016 -3.365
Pb -2.735 1.922 -1.992
Br -0.893 3.381 -0.768
C -5.239 2.856 -1.340
C -5.535 2.173 -2.563
C -5.014 2.952 -3.640
H -6.138 1.270 -2.660
C -4.404 4.118 -3.090
C -4.547 4.065 -1.671
H -4.293 4.866 -0.974
H -5.581 2.568 -0.344
H -5.166 2.754 -4.701
H -4.013 4.963 -3.658
C -1.021 1.211 2.850
Si -0.855 -0.582 2.300
C -0.351 -1.672 3.758
C -2.516 -1.224 1.690
Si 0.821 -0.695 0.673
Si 2.628 0.659 1.276
C 3.156 0.253 3.049
C 4.100 0.403 0.126
C 2.091 2.461 1.153
Si 1.543 -2.911 0.421
C 2.466 -3.436 1.989
C -0.082 -3.853 0.199
C 2.652 -3.283 -1.057
H -1.812 1.272 3.611
H -1.299 1.874 2.019
H -0.099 1.610 3.293
H -1.138 -1.594 4.522
H -0.255 -2.730 3.483
H 0.592 -1.356 4.220
H -2.993 -0.511 1.003
H -2.433 -2.190 1.177
H -3.179 -1.371 2.553
H 3.499 -0.786 3.160
H 4.000 0.916 3.295
H 2.359 0.443 3.782
H 3.883 0.741 -0.896
H 4.935 1.008 0.513
H 4.431 -0.644 0.087
H 1.762 2.707 0.133
H 1.264 2.716 1.830
H 2.956 3.098 1.396
H 1.878 -3.311 2.909
H 2.709 -4.504 1.886
H 3.414 -2.891 2.104
H -0.620 -3.502 -0.694
H 0.161 -4.915 0.045
H -0.759 -3.769 1.060
H 2.146 -3.082 -2.012
H 3.583 -2.701 -1.036
H 2.921 -4.351 -1.027
*
```

Values from the calculation:
* F_max: 2.4 eV/Å
* E_HOMO: 0.78 eV

Number 1: E_tot -11970.2027 eV. Number 2: E_tot -127104.9753 eV.